The following is a quantum chemistry calculation of a cluster of 2 separate species, C5H8O2 in total at a distorted geometry, from OMol25.

Atoms and positions in Å:
O1 1.47 1.01 -0.98
C1 1.11 0.82 0.16
C2 0.65 -0.17 1.14
C3 1.39 1.14 1.56
H1 -0.38 -0.24 1.50
H2 1.16 -1.12 1.12
H3 2.43 1.10 1.85
H4 0.77 1.86 2.09
C4 -1.49 0.37 -0.70
C5 -0.93 -0.67 -1.33
O2 -1.13 -1.96 -1.01
H5 -1.86 0.63 -1.73
H6 -2.08 0.14 0.19
H7 -0.20 -0.44 -2.10
H8 -0.91 -2.47 -1.79

Calculated values
**SMILES string**: O=C1CC1.C=CO
**Orbital gap**: 9.11 eV
**Charge**: 0

The following is a quantum chemistry calculation of the molecule C5H8O2 at a distorted geometry, from OMol25.

Atoms and positions in Å:
C1 1.50 -0.36 -0.09
C2 0.94 0.88 -0.66
O1 -0.32 0.74 -1.33
C3 -1.27 0.01 -0.55
C4 -1.42 0.16 0.95
C5 -0.78 -1.07 0.37
O2 0.61 -1.30 0.49
H1 2.13 -0.95 -0.75
H2 2.39 0.30 0.36
H3 0.85 1.72 0.01
H4 2.06 1.13 -0.98
H5 -2.19 -0.16 -1.12
H6 -0.77 0.86 1.47
H7 -2.41 0.06 1.41
H8 -1.33 -2.01 0.43

Calculated values
**SMILES string**: C1CO[C@@H]2C[C@@H]2O1
**Orbital gap**: 9.94 eV
**Charge**: 0

The following is a quantum chemistry calculation of a structure of composition C5H8O2, from OMol25.

Atoms and positions in Å:
C1 1.80 -0.16 0.62
C2 0.59 0.17 -0.19
C3 -0.10 -0.79 -1.11
C4 -0.81 -0.20 0.09
O1 -1.24 -0.89 1.21
C5 -1.15 1.25 -0.21
O2 0.23 1.51 -0.58
H1 2.73 -0.17 0.04
H2 1.65 -1.16 1.04
H3 1.92 0.53 1.47
H4 -0.36 -0.44 -2.11
H5 0.22 -1.82 -1.04
H6 -2.18 -1.08 1.11
H7 -1.87 1.44 -1.01
H8 -1.42 1.81 0.69

Calculated values
**Orbital gap**: 9.99 eV
**Charge**: 0

The following is a quantum chemistry calculation of the molecule C5H8O2, from OMol25.

Atoms and positions in Å:
O1 -1.02 -1.06 1.69
C1 -1.88 -0.40 0.81
C2 -1.48 -0.33 -0.43
C3 -0.39 -0.70 -1.08
C4 0.88 0.10 -1.11
C5 1.01 1.24 -0.08
O2 1.38 0.79 1.20
H1 -0.62 -1.79 1.20
H2 -2.77 -0.05 1.31
H3 -0.36 -1.68 -1.54
H4 1.72 -0.58 -0.93
H5 0.98 0.49 -2.13
H6 1.81 1.91 -0.41
H7 0.08 1.83 -0.04
H8 0.66 0.24 1.55

Calculated values
**SMILES string**: OC=C=CCCO
**Orbital gap**: 9.87 eV
**Charge**: 0

The following is a quantum chemistry calculation of the molecule C5H8O2, from OMol25.

Atoms and positions in Å:
O1 1.81 1.56 0.62
C1 0.90 0.79 0.78
C2 0.58 -0.28 1.82
C3 -0.54 -0.79 0.87
C4 -0.31 0.42 -0.08
C5 -0.02 0.19 -1.55
O2 -1.24 0.01 -2.22
H1 1.40 -0.97 2.04
H2 0.22 0.15 2.76
H3 -1.53 -0.85 1.31
H4 -0.30 -1.74 0.39
H5 -1.10 1.18 0.01
H6 0.53 1.07 -1.93
H7 0.64 -0.68 -1.66
H8 -1.06 -0.06 -3.17

Calculated values
**SMILES string**: O=C1CC[C@@H]1CO
**Orbital gap**: 10.45 eV
**Charge**: 0

The following is a quantum chemistry calculation of a cluster of 2 separate species, C5H8O2 in total, from OMol25.

Atoms and positions in Å:
C1 -2.38 -0.39 -1.22
C2 -1.18 -0.43 -0.33
O1 -1.15 0.42 0.77
C3 -0.21 -1.31 -0.51
O2 0.65 -2.09 -0.72
H1 -3.29 -0.46 -0.61
H2 -2.43 0.55 -1.79
H3 -2.38 -1.22 -1.93
H4 -0.55 1.16 0.56
C4 1.83 0.95 1.45
C5 2.47 0.30 0.48
H5 1.64 2.02 1.38
H6 1.49 0.46 2.35
H7 2.81 0.79 -0.42
H8 2.68 -0.77 0.56

Calculated values
**SMILES string**: CC(O)=C=O.C=C
**Orbital gap**: 9.27 eV
**Charge**: 0

The following is a quantum chemistry calculation of the molecule C5H8O2 at a distorted geometry, from OMol25.

Atoms and positions in Å:
C1 -0.23 -1.29 -0.62
O1 0.32 -1.28 0.59
C2 0.21 0.03 1.10
C3 -1.10 0.48 0.48
C4 -0.55 0.03 -1.00
C5 0.42 1.10 -0.87
O2 1.09 0.93 0.43
H1 -1.05 -1.99 -0.58
H2 0.61 -1.76 -1.24
H3 0.47 0.11 2.25
H4 -1.71 1.54 0.33
H5 -2.06 -0.20 0.76
H6 -1.46 -0.19 -1.77
H7 1.31 1.17 -1.54
H8 0.10 2.08 -0.95

Calculated values
**SMILES string**: C1O[C@H]2C[C@@H]1CO2
**Orbital gap**: 10.51 eV
**Charge**: 0

The following is a quantum chemistry calculation of the molecule C5H8O2, from OMol25.

Atoms and positions in Å:
C1 1.00 1.43 -0.06
C2 0.50 0.03 0.25
O1 1.44 -0.66 1.04
C3 -0.95 -0.07 0.79
C4 -1.42 -0.82 -0.48
C5 0.02 -0.78 -0.97
O2 0.61 -1.26 -1.90
H1 1.13 1.99 0.88
H2 1.97 1.37 -0.57
H3 0.30 1.98 -0.70
H4 1.83 -1.37 0.51
H5 -0.98 -0.66 1.71
H6 -1.44 0.90 0.97
H7 -1.79 -1.84 -0.32
H8 -2.14 -0.30 -1.12

Calculated values
**SMILES string**: C[C@@]1(O)CCC1=O
**Orbital gap**: 10.51 eV
**Charge**: 0

The following is a quantum chemistry calculation of the molecule C5H8O2 at a distorted geometry, from OMol25.

Atoms and positions in Å:
O1 1.30 1.45 -1.42
C1 1.15 1.36 -0.23
C2 0.62 0.13 0.46
O2 0.97 0.08 1.80
C3 -1.08 0.23 0.39
C4 -0.90 -0.71 -0.80
C5 0.52 -1.13 -0.38
H1 1.34 2.21 0.47
H2 -0.02 0.30 1.77
H3 -1.64 -0.26 1.22
H4 -1.55 1.21 0.23
H5 -0.86 -0.12 -1.71
H6 -1.64 -1.51 -0.89
H7 0.53 -2.01 0.27
H8 1.27 -1.23 -1.17

Calculated values
**SMILES string**: O=CC1(O)CCC1
**Orbital gap**: 10.44 eV
**Charge**: 0

The following is a quantum chemistry calculation of the molecule C5H8O2, from OMol25.

Atoms and positions in Å:
C1 2.37 0.28 -0.94
C2 1.17 0.36 -0.92
C3 -0.30 0.54 -0.83
O1 -0.59 1.84 -0.33
C4 -0.96 -0.47 0.12
C5 -0.19 -0.69 1.43
O2 -0.09 0.48 2.21
H1 3.44 0.20 -0.94
H2 -0.74 0.42 -1.83
H3 -0.13 2.48 -0.89
H4 -1.96 -0.08 0.35
H5 -1.07 -1.43 -0.40
H6 -0.72 -1.43 2.03
H7 0.80 -1.10 1.20
H8 0.07 1.22 1.59

Calculated values
**SMILES string**: C#C[C@H](O)CCO
**Orbital gap**: 10.70 eV
**Charge**: 0

The following is a quantum chemistry calculation of the molecule C5H8O2 at a distorted geometry, from OMol25.

Atoms and positions in Å:
C1 1.72 -0.55 0.20
C2 0.42 0.29 0.56
C3 -1.01 -0.42 0.53
O1 -1.01 -1.68 -0.06
C4 -1.50 0.72 -0.39
O2 -0.68 0.60 -1.55
C5 -0.17 1.33 -0.41
H1 2.67 -0.28 0.70
H2 1.94 -0.52 -0.86
H3 1.55 -1.58 0.49
H4 0.89 0.55 1.49
H5 -1.55 -0.50 1.48
H6 -0.74 -1.53 -0.98
H7 -2.48 1.18 -0.51
H8 0.11 2.36 -0.62

Calculated values
**SMILES string**: C[C@@H]1[C@H](O)[C@@H]2O[C@H]12
**Orbital gap**: 10.91 eV
**Charge**: 0

The following is a quantum chemistry calculation of the molecule C5H8O2 at a distorted geometry, from OMol25.

Atoms and positions in Å:
C1 -1.19 -0.71 -0.69
C2 0.15 -0.17 -0.23
O1 0.74 -0.93 0.87
C3 0.18 -0.69 2.08
O2 -0.76 0.11 2.19
C4 0.47 1.28 -0.29
C5 1.16 0.31 -1.21
H1 -1.95 -0.57 0.08
H2 -1.10 -1.77 -0.93
H3 -1.51 -0.18 -1.60
H4 -0.07 -0.72 3.18
H5 -0.28 1.96 -0.69
H6 1.05 1.70 0.53
H7 0.90 0.31 -2.27
H8 2.20 0.08 -1.01

Calculated values
**SMILES string**: CC1(OC=O)CC1
**Orbital gap**: 10.61 eV
**Charge**: 0

The following is a quantum chemistry calculation of a structure of composition C5H8O2, from OMol25.

Atoms and positions in Å:
C1 -1.74 -0.19 0.77
C2 -0.90 0.27 -0.37
O1 -0.19 1.43 -0.53
C3 1.22 1.18 -0.59
C4 1.41 -0.33 -0.34
O2 0.42 -0.52 0.64
C5 -0.86 -1.42 0.58
H1 -1.60 0.44 1.66
H2 -2.79 -0.33 0.52
H3 -1.09 -0.25 -1.30
H4 1.66 1.75 0.24
H5 1.64 1.54 -1.54
H6 1.22 -0.94 -1.24
H7 2.40 -0.55 0.06
H8 -0.79 -2.08 1.44

Calculated values
**Orbital gap**: 8.03 eV
**Charge**: 0

The following is a quantum chemistry calculation of the molecule C5H8O2, from OMol25.

Atoms and positions in Å:
C1 -1.28 0.63 0.39
O1 -0.89 1.15 -0.89
C2 0.33 0.49 -1.18
C3 0.00 -0.96 -0.77
C4 -0.25 -0.49 0.67
C5 1.14 0.11 0.89
O2 1.32 0.92 -0.28
H1 -2.29 0.22 0.31
H2 -1.28 1.44 1.12
H3 0.64 0.76 -2.19
H4 0.82 -1.69 -0.81
H5 -0.87 -1.34 -1.31
H6 -0.57 -1.22 1.41
H7 1.30 0.70 1.79
H8 1.88 -0.70 0.86

Calculated values
**SMILES string**: C1O[C@H]2C[C@@H]1CO2
**Orbital gap**: 10.70 eV
**Charge**: 0

The following is a quantum chemistry calculation of the molecule C5H8O2 at a distorted geometry, from OMol25.

Atoms and positions in Å:
C1 1.37 0.79 -0.29
C2 0.50 -0.37 0.24
O1 0.73 -0.99 1.48
C3 -0.87 0.74 0.33
C4 -1.58 -0.30 -0.45
O2 -0.88 -0.59 -1.68
C5 -0.49 -1.27 -0.51
H1 1.22 0.90 -1.37
H2 1.18 1.82 0.11
H3 2.38 0.58 -0.04
H4 1.66 -1.01 1.73
H5 -0.96 0.71 1.41
H6 -1.03 1.80 -0.01
H7 -2.64 -0.46 -0.50
H8 -0.58 -2.35 -0.45

Calculated values
**SMILES string**: C[C@@]1(O)C[C@H]2O[C@H]21
**Orbital gap**: 9.53 eV
**Charge**: 0

The following is a quantum chemistry calculation of the molecule C5H8O2 at a distorted geometry, from OMol25.

Atoms and positions in Å:
C1 -1.91 0.66 0.15
C2 -0.65 0.00 -0.09
C3 -0.52 -1.32 -0.22
O1 0.43 -2.13 -0.66
C4 0.56 0.71 -0.23
C5 1.43 0.19 0.66
O2 2.76 0.56 0.55
H1 -1.77 1.71 0.08
H2 -2.08 0.63 1.25
H3 -2.74 0.31 -0.47
H4 -1.43 -1.84 -0.23
H5 1.16 -1.64 -1.03
H6 0.74 1.54 -0.92
H7 1.24 -0.47 1.40
H8 2.77 1.11 -0.25

Calculated values
**SMILES string**: CC(=C/O)/C=C/O
**Orbital gap**: 8.63 eV
**Charge**: 0

Listing LUMO level for the structures above in their given order: 0.6647 0.9170 0.7504 0.5740 0.8587 0.8125 0.8557 0.8926 0.6673 0.7270 1.0160 1.0354 0.8734 0.9566 0.8517 0.7258 eV.
Listing ΔE to the lowest compared entry with this formula, charge and spin for the structures above in their given order: 496.3 427.2 243.3 293.7 114.3 259.7 380.6 100.2 289.7 237.2 283.9 339.4 634.7 98.4 406.7 267.3 kJ/mol.